# 1
Below is a structure of composition CH2I3P in a non-equilibrium geometry, with properties calculated with ωB97M-V with the def2-TZVPD basis set.

```
7
Properties=species:S:1:pos:R:3:nbo_charge:R:1
C -0.1054 0.3175 -0.5208 -0.942
P 0.2000 0.0734 1.2653 0.392
I -1.7033 1.7583 -0.4974 0.231
I 1.7463 1.1226 -1.3733 0.216
I -0.7393 -1.4617 -1.7070 0.180
H 1.1558 -0.8617 1.3118 -0.037
H -0.5541 -0.9484 1.5215 -0.039
```

Summary:
**Energy relative to the best compared isomer or geometry (same formula, charge and spin)**: 0.546 eV
**E**: -34658.4432 eV
**Total charge**: 0

***

# 2
Below is the molecule C25H29N3O5 in a non-equilibrium geometry, with properties calculated with ωB97M-V with the def2-TZVPD basis set.

```
62
Properties=species:S:1:pos:R:3:nbo_charge:R:1
C -6.0983 -3.1936 -0.0536 -0.605
C -4.9432 -2.4566 0.6118 -0.397
C -4.0425 -1.7810 -0.4245 -0.214
N -3.0286 -0.9658 0.2224 -0.451
C -1.8800 -1.6969 0.7122 -0.225
C -0.8875 -2.0929 -0.4007 -0.248
N -0.4867 -0.9156 -1.1336 -0.411
C 0.7341 -0.3464 -1.1858 0.638
O 0.8918 0.7612 -1.7145 -0.669
C 1.9136 -1.0205 -0.6389 0.119
O 1.9786 -2.3525 -0.3163 -0.435
C 3.2412 -2.5910 0.1056 0.372
C 3.7558 -3.8105 0.5179 -0.283
C 5.0824 -3.8361 0.8960 -0.189
C 5.8693 -2.6827 0.8655 -0.235
C 5.3598 -1.4704 0.4572 -0.156
C 4.0201 -1.4167 0.0709 -0.156
C 3.1349 -0.4071 -0.4300 0.172
N 3.3482 0.9284 -0.7045 -0.633
C 4.2164 1.7822 -0.1140 0.662
O 5.1063 1.4815 0.6515 -0.615
C 3.9905 3.2438 -0.5229 -0.162
O 2.7566 3.5263 -1.1291 -0.497
C 1.6111 3.4286 -0.3783 0.259
C 0.4364 3.8124 -1.0148 -0.206
C -0.7800 3.7406 -0.3658 -0.293
C -0.8430 3.2775 0.9440 0.274
O -1.9901 3.1577 1.6816 -0.501
C -3.1881 3.6521 1.1368 -0.250
C 0.3338 2.8917 1.5793 -0.246
C 1.5513 2.9666 0.9314 -0.241
C -1.6178 -0.1849 -1.6716 -0.255
C -2.5793 0.1848 -0.5324 -0.215
H -6.7147 -2.5038 -0.6259 0.200
H -6.7249 -3.6737 0.6938 0.212
H -5.7247 -3.9598 -0.7301 0.200
H -5.3264 -1.6908 1.2871 0.206
H -4.3609 -3.1619 1.2066 0.192
H -4.6612 -1.1217 -1.0384 0.194
H -3.6179 -2.5502 -1.0887 0.162
H -2.2158 -2.5938 1.2329 0.204
H -1.3625 -1.0530 1.4305 0.202
H -0.0279 -2.5911 0.0360 0.244
H -1.3714 -2.7855 -1.1001 0.189
H 3.1375 -4.6937 0.5360 0.225
H 5.5210 -4.7668 1.2230 0.216
H 6.9027 -2.7475 1.1707 0.216
H 5.9613 -0.5770 0.4520 0.251
H 2.5718 1.3181 -1.2547 0.467
H 4.1652 3.8711 0.3616 0.204
H 4.7456 3.5002 -1.2735 0.224
H 0.4948 4.1578 -2.0340 0.225
H -1.6704 4.0433 -0.8936 0.220
H -3.1120 4.7191 0.9033 0.176
H -3.9436 3.5041 1.9069 0.201
H -3.4814 3.1031 0.2361 0.170
H 0.2759 2.5300 2.5939 0.224
H 2.4404 2.6545 1.4578 0.216
H -1.2374 0.7122 -2.1612 0.254
H -2.1282 -0.8173 -2.4066 0.189
H -3.4462 0.7111 -0.9362 0.198
H -2.0561 0.8490 0.1622 0.207
```

Summary:
**Structure (SMILES)**: CCCN1CCN(C(=O)c2oc3ccccc3c2NC(=O)COc2ccc(OC)cc2)CC1
**Energy relative to the best compared isomer or geometry (same formula, charge and spin)**: 2.084 eV
**E**: -41103.5467 eV
**Total charge**: 0

***

# 3
Below is a structure of composition C3H4N2O in a non-equilibrium geometry, with properties calculated with ωB97M-V with the def2-TZVPD basis set.

```
10
Properties=species:S:1:pos:R:3:nbo_charge:R:1
C 2.6070 -0.4861 -0.0599 -0.302
C -0.7285 0.6465 -0.0254 -0.098
C -2.0391 0.0783 -0.0700 0.221
H 2.1741 -1.4235 -0.6853 0.223
H 3.0636 -0.7149 1.1179 0.214
H 3.5445 0.0932 -0.8504 0.211
H -0.5759 1.7549 -0.0935 0.231
N 0.2888 -0.1763 0.1520 -0.037
N -3.0621 -0.5476 -0.0035 -0.257
O 1.5213 0.4907 0.0504 -0.406
```

Summary:
**Energy relative to the best compared isomer or geometry (same formula, charge and spin)**: 4.982 eV
**E**: -8198.9039 eV
**Total charge**: 0

***

# 4
Below is a structure of composition C9H7IrN2O5 in a non-equilibrium geometry, with properties calculated with ωB97M-V with the def2-TZVPD basis set.

```
24
Properties=species:S:1:pos:R:3:mulliken_spin:R:1
O -0.2449 3.9535 -3.1931 -0.030
C -0.3117 2.9693 -2.6049 0.202
Ir -0.3787 -1.3726 -0.1261 1.107
O -0.7527 1.4256 1.2078 0.095
C -0.6448 0.4106 0.6649 0.195
C -0.4798 -3.3603 -0.1238 0.199
O -0.5466 -4.5119 -0.0916 0.088
C 1.3790 -1.1317 -0.8871 0.103
O 2.4215 -0.9673 -1.3660 0.013
C -1.3697 -1.0984 -1.7556 0.133
O -1.9770 -0.9283 -2.7282 0.033
H -0.3310 1.3875 -1.6864 0.808
C -0.6826 -1.6091 5.4647 0.000
N -0.1264 -1.8401 4.1357 -0.036
C 1.0138 -2.5621 3.8185 0.389
C 1.1412 -2.5315 2.4524 0.390
N 0.0898 -1.7785 1.9617 -0.045
C -0.6720 -1.3901 2.9816 0.362
H -1.6004 -2.1941 5.6137 0.002
H 0.0589 -1.9052 6.2117 0.000
H -0.9246 -0.5459 5.5843 0.000
H 1.6329 -3.0410 4.5566 -0.005
H 1.8975 -2.9847 1.8225 -0.005
H -1.5934 -0.8105 2.9520 0.002
```

Summary:
**2S+1**: 5
**Energy relative to the best compared isomer or geometry (same formula, charge and spin)**: 1.194 eV
**E**: -25479.2116 eV
**Total charge**: +2

***

# 5
Below is the molecule C6H11NO in a non-equilibrium geometry, with properties calculated with ωB97M-V with the def2-TZVPD basis set.

```
19
Properties=species:S:1:pos:R:3:nbo_charge:R:1
C 1.9840 0.2299 1.0182 -0.433
N 0.5782 0.5972 0.9230 -0.667
C -0.5345 -0.2491 0.5995 0.024
C -1.5591 0.6594 -0.2830 -0.405
C -0.6264 1.0477 -1.5587 -0.111
O 0.2731 -0.2044 -1.6947 -0.545
C -0.4144 -1.0773 -0.8428 0.122
C -0.2173 -1.6871 0.5157 -0.442
H 2.4989 1.2020 0.9210 0.214
H 2.4211 -0.4567 2.0451 0.159
H 2.1159 -0.3976 -0.0248 0.211
H 0.5116 0.8271 1.9888 0.367
H -1.7476 1.5826 0.2407 0.212
H -2.5288 0.0591 -0.5466 0.218
H 0.0554 1.9947 -1.2784 0.220
H -1.2228 1.2530 -2.5107 0.197
H -1.5830 -0.9488 -1.3356 0.175
H -0.7963 -2.5177 0.9926 0.235
H 0.7921 -1.9142 0.8305 0.249
```

Summary:
**Structure (SMILES)**: CN[C@@]12CCO[C@H]1C2
**Energy relative to the best compared isomer or geometry (same formula, charge and spin)**: 8.292 eV
**E**: -9930.1623 eV
**Total charge**: 0

***

# 6
Below is a structure of composition C40H49CaF5I2N7O3P2Te in a non-equilibrium geometry, with properties calculated with ωB97M-V with the def2-TZVPD basis set.

```
110
Properties=species:S:1:pos:R:3:mulliken_charge:R:1
Ca -0.2212 -0.6998 2.5952 2.774
C -0.0036 -2.3054 -3.7782 -1.413
C -1.3600 -2.0737 -3.0998 0.504
C -2.2417 -1.2310 -4.0268 -1.569
P -0.9915 -1.6728 -1.3158 0.784
C -2.6112 -1.5125 -0.4006 1.731
C -3.0960 -2.8938 0.0393 -1.463
C -3.7536 -0.7083 -1.0116 -1.527
C -0.4380 0.0922 -1.2504 1.687
C -0.8825 1.0778 -2.0329 -1.173
C -0.4168 2.4960 -1.9081 0.703
C 0.6951 2.7839 -0.8710 -0.618
C 1.0431 1.6301 0.0165 -1.665
C 0.5545 0.4007 -0.1544 -0.281
N 0.9413 -0.7049 0.6552 -0.112
C 1.7937 -1.6084 0.0845 -1.451
C 2.5456 -1.3205 -1.0733 -1.182
C 3.3947 -2.2531 -1.6395 -0.766
C 3.5228 -3.5242 -1.0974 -1.128
C 2.7743 -3.8407 0.0303 -0.183
C 1.9314 -2.9220 0.6440 1.542
P 0.7969 -3.3379 2.0120 0.732
C 0.7433 -5.1612 2.2877 0.754
C 2.0201 -6.0224 2.3623 -2.027
C -0.2384 -5.7455 1.2590 -1.420
C 1.7753 -2.7078 3.5279 1.234
C 3.1080 -3.3443 3.8868 -1.965
C 0.8367 -2.7026 4.7588 -1.353
H -0.1378 -2.7478 -4.7699 0.468
H 0.6370 -2.9631 -3.1885 0.284
H 0.5235 -1.3548 -3.8987 0.219
H -1.8417 -3.0529 -2.9793 0.477
H -1.7004 -0.3551 -4.3877 0.286
H -3.1664 -0.8968 -3.5616 0.252
H -2.5095 -1.8243 -4.9069 0.489
H -2.2820 -0.9724 0.4964 -0.878
H -3.5012 -3.4464 -0.8147 0.394
H -3.8812 -2.8072 0.7938 0.413
H -2.2821 -3.4781 0.4702 0.117
H -4.3013 -1.3059 -1.7443 0.443
H -3.4059 0.2043 -1.4941 0.151
H -4.4613 -0.4177 -0.2297 0.325
H -1.6234 0.8863 -2.7978 0.482
H -0.1721 2.8843 -2.8937 -0.565
H 1.6169 3.1683 -1.3153 0.516
H 1.7624 1.7992 0.8115 0.468
H 2.4541 -0.3381 -1.5189 0.298
H 3.9610 -1.9835 -2.5246 0.397
H 4.1826 -4.2582 -1.5419 0.413
H 2.8409 -4.8458 0.4202 0.166
H 0.2384 -5.2113 3.2578 0.293
H 2.1254 -6.6205 1.4552 0.583
H 1.9503 -6.7182 3.2013 0.239
H 2.9356 -5.4533 2.4846 0.481
H 0.1010 -5.5416 0.2400 0.293
H -1.2329 -5.3153 1.3808 0.232
H -0.3175 -6.8285 1.3830 0.459
H 1.9938 -1.6585 3.2616 0.005
H 2.9750 -4.3282 4.3398 0.408
H 3.6243 -2.7041 4.6057 0.416
H 3.7460 -3.4436 3.0074 0.380
H 0.4047 -3.6907 4.9334 0.231
H -0.8729 -2.2532 3.9127 0.385
H 1.3663 -2.3809 5.6520 0.519
O 0.0835 1.3215 3.2714 -0.434
N 0.5250 2.3955 3.7890 -0.832
C 1.5258 2.2742 4.6256 0.571
C 2.0612 3.4629 5.2231 -0.067
N 2.5242 4.3959 5.7122 -0.551
C 2.1171 1.0068 4.9513 0.320
N 2.6013 -0.0044 5.2121 -0.525
I -5.0579 1.1668 3.6684 0.275
I -6.2030 2.4793 1.6903 -0.248
F -4.4126 -2.1625 3.9391 -0.380
Te -2.8805 -1.6320 4.9001 1.141
F -2.4074 -1.0320 2.9952 -0.410
F -2.1797 0.1465 5.1313 -0.361
F -4.3380 -0.7654 5.8636 -0.486
F -2.1660 -3.3409 3.8406 -0.691
O -0.2329 -1.7617 4.5464 -0.451
C 3.4152 3.5646 -5.6278 -1.466
C 2.3603 4.2698 -4.8175 0.618
C 2.7132 5.1257 -3.7765 -0.685
C 1.7512 5.7351 -2.9895 -0.324
C 0.3995 5.5108 -3.2336 0.510
N -0.5573 6.1502 -2.4114 -0.049
C -1.8841 5.7731 -2.2392 0.028
O -2.7811 6.5947 -2.3328 -0.711
N -2.1453 4.4608 -1.9317 0.003
C -1.3694 3.4825 -1.1536 1.330
C -0.1787 3.9443 -0.2701 0.885
C -0.4547 3.9439 1.1943 -0.799
C -1.4955 3.2958 1.6972 -1.048
N -2.4494 2.5916 0.9062 -0.099
C -2.3965 2.7139 -0.3501 -1.582
C 0.0324 4.6955 -4.2956 -0.610
C 1.0066 4.0764 -5.0660 -0.364
H 4.2069 4.2520 -5.9295 0.366
H 2.9885 3.1194 -6.5261 0.361
H 3.8792 2.7643 -5.0475 0.278
H 3.7615 5.3073 -3.5671 0.380
H 2.0418 6.3834 -2.1707 0.399
H -0.4551 7.1496 -2.3300 0.306
H -3.1455 4.3533 -1.8347 0.309
H 0.2098 4.9108 -0.5805 0.344
H 0.2216 4.4678 1.8583 0.447
H -1.7045 3.2703 2.7564 0.484
H -3.1883 2.2365 -0.9338 0.416
H -1.0169 4.5449 -4.5170 0.388
H 0.7022 3.4270 -5.8793 0.324
```

Summary:
**Energy relative to the best compared isomer or geometry (same formula, charge and spin)**: 3.123 eV
**E**: -132950.5542 eV
**Total charge**: -1